Record 1
Entry from the Open Molecules 2025 dataset: a 2-piece molecular cluster, C4H14NOS overall (ωB97M-V/def2-TZVPD).

Atoms and positions in Å:
C: -1.18867 0.72242 0.19017
C: -1.38454 -0.74662 -0.14166
C: -0.45965 -1.29617 -1.24792
S: 1.23825 -0.70277 -1.35469
C: 1.91072 -1.30556 0.21446
N: -1.01534 1.58323 -1.02881
H: -0.30883 0.90201 0.79740
H: -2.03514 1.14686 0.71939
H: -1.22081 -1.27890 0.79121
H: -2.40639 -0.94384 -0.46414
H: -0.48799 -2.38045 -1.25836
H: -0.88950 -1.03714 -2.22578
H: 2.86758 -0.82829 0.40248
H: 1.19710 -1.06781 1.00256
H: 2.05253 -2.37653 0.17299
H: -1.79292 1.51472 -1.68868
H: -0.13966 1.31326 -1.50660
H: -0.93387 2.57233 -0.78574
H: 1.55965 0.92653 3.09565
H: 2.09400 1.92209 2.05167
O: 1.34348 1.36063 2.26440

Its net charge is +1. For the largest force on an atom, the calculation gives 0.0130 hartree/bohr. The frontier orbital gap comes out at 9.2 eV. The HOMO energy comes out at -12.5 eV.

Taken from the Löwdin analysis, the atomic charges in e are: -0.16 -0.21 -0.50 0.84 -0.37 0.17 0.09 0.14 0.12 0.12 0.09 0.08 0.04 0.02 0.04 0.17 0.09 0.17 0.06 0.05 -0.05

=====

Record 2
Entry from the Open Molecules 2025 dataset: a 2-piece molecular cluster, C4H14NOS overall in a non-equilibrium geometry (ωB97M-V/def2-TZVPD).

Atoms and positions in Å:
C: 0.43170 1.53519 -0.99131
C: -0.80850 1.59438 -0.04513
C: -0.61458 1.09984 1.38200
S: -0.41155 -0.77007 1.50458
C: -1.71272 -1.98162 1.89807
N: 1.14515 0.22585 -0.88700
H: 1.03831 2.41141 -0.78750
H: -0.00147 1.72286 -1.96881
H: -1.04293 2.65679 -0.06321
H: -1.65090 0.98591 -0.37280
H: 0.27195 1.46966 1.89646
H: -1.45669 1.26143 2.05247
H: -2.56606 -1.74946 1.26903
H: -1.29277 -2.92332 1.55065
H: -1.83156 -2.03267 2.97362
H: 2.10370 0.33373 -0.54890
H: 1.28003 -0.08164 -1.85767
H: 0.64118 -0.45148 -0.24476
H: 2.90577 -0.68664 -4.15902
H: 1.43515 -0.92529 -3.99089
O: 2.19861 -0.59518 -3.50533

Its net charge is +1. For the largest force on an atom, the calculation gives 0.0476 hartree/bohr. The frontier orbital gap comes out at 9.7 eV. The HOMO energy comes out at -12.6 eV.

Taken from the Löwdin analysis, the atomic charges in e are: -0.14 -0.23 -0.41 0.83 -0.35 0.15 0.13 0.13 0.12 0.11 0.08 0.08 0.04 0.04 0.04 0.17 0.10 0.03 0.07 0.06 -0.05

=====

| no. | E_LUMO (Ha) |
| --- | --- |
| 1 | -0.1218 |
| 2 | -0.1061 |